{
  "formula": "C61H48Br2F4Ge2MnNO2P",
  "method": "ωB97M-V/def2-TZVPD",
  "elements": ["H", "H", "C", "H", "H", "C", "P", "C", "H", "C", "C", "H", "C", "Mn", "H", "H", "C", "H", "C", "H", "C", "H", "H", "C", "N", "Br", "H", "C", "C", "C", "H", "C", "H", "C", "C", "H", "C", "C", "C", "C", "H", "H", "F", "C", "C", "Br", "Ge", "Ge", "H", "C", "C", "C", "C", "C", "H", "H", "H", "C", "C", "C", "H", "H", "C", "H", "C", "F", "C", "C", "H", "C", "H", "C", "H", "C", "C", "H", "C", "C", "H", "H", "H", "C", "C", "C", "C", "C", "C", "C", "H", "H", "C", "H", "C", "C", "H", "C", "C", "C", "F", "H", "O", "H", "C", "H", "C", "H", "H", "H", "H", "C", "C", "H", "H", "C", "C", "H", "F", "C", "H", "H", "C", "O"],
  "coordinates": [[5.041025, 0.154251, 0.844763], [4.524377, -2.312326, 2.004095], [-0.434718, 6.258004, 0.444579], [3.526250, -0.343064, 6.473708], [-2.580758, 2.371017, 3.480396], [-1.424926, -4.983565, 2.131018], [-2.354071, -2.911209, 0.452335], [-2.527833, 1.632342, 1.357225], [1.622298, 2.328135, 2.199839], [0.122337, 3.007580, -5.889212], [-3.424148, -2.538847, 1.900058], [0.670643, -2.462332, 3.134453], [-0.502757, -5.931133, 2.499418], [-0.080156, 0.310542, -0.875494], [0.341312, -3.267357, -0.131252], [-1.841306, 4.761938, -7.981496], [-4.028276, -6.219999, -2.391071], [4.456240, 4.565675, -5.347625], [2.849629, -0.828151, 5.753879], [3.043804, 4.321852, 2.599065], [2.716031, 3.882310, -4.264898], [-1.406627, 5.143304, -3.708915], [-5.279438, -3.072380, 0.936019], [3.051163, -1.810103, 0.466180], [-3.178076, 1.027947, 0.352783], [-5.392446, 0.029920, -0.901350], [2.182423, -4.802924, 0.619931], [2.670848, 2.293217, 2.007842], [-1.418961, 4.479846, -7.025013], [-4.369612, 1.457228, 2.885389], [-0.304805, 0.219072, 1.777196], [-0.454558, 3.474666, -7.039628], [-4.503609, 2.111242, 4.699448], [2.294201, 3.166335, -3.151881], [-1.143874, -4.073881, 1.115526], [-1.442377, 1.374470, -3.147241], [2.093220, -0.985484, 3.517729], [0.725215, 6.294720, -0.255058], [4.537795, 2.814016, -2.418079], [2.191589, -2.018480, 6.076610], [1.496706, -6.667718, 2.119843], [-0.847026, -6.679378, 3.182045], [-4.306344, -7.138711, -3.331294], [-0.459489, 1.294721, -2.609633], [-0.028294, 4.413343, -1.603505], [-2.879982, -2.212090, -2.628928], [0.358425, 3.012933, -2.930973], [2.038766, -0.417242, 1.586285], [-6.122066, 0.518518, 1.944630], [0.294475, -0.168154, 0.990493], [-5.030914, -1.757354, 3.999166], [-5.603870, -2.248984, 2.844435], [3.353589, -3.104588, -1.501340], [1.303427, -2.041458, 3.909340], [-0.496765, -1.207479, -4.587526], [-0.587596, 7.030292, 1.206959], [6.459099, 2.267520, 1.146873], [3.155443, 2.621255, -2.221453], [-0.251445, 3.611016, -4.703319], [4.109807, 4.004866, -4.438112], [-1.532057, 2.008379, 1.094586], [5.237014, 2.490930, -1.640602], [-1.462146, 5.341265, 0.151833], [1.808691, -1.624380, -1.234104], [2.852206, -0.343943, 4.440978], [-4.548830, -7.690732, -0.556340], [-4.806872, -2.661669, 1.809674], [-3.401279, -3.868470, -1.988975], [1.405389, 7.098615, -0.069799], [1.406384, -2.627632, 5.142123], [3.145873, -3.275664, -2.581340], [-1.825081, 5.081745, -5.869487], [1.957203, 5.367701, -1.781967], [4.120768, -2.506953, 1.050542], [3.451415, 3.411895, 2.195844], [0.877167, -3.562792, 5.299430], [-4.057243, -6.550393, -1.060874], [-1.223267, 4.452923, -0.869582], [5.652335, -4.054603, 0.799894], [-2.424638, -4.986244, 2.532101], [-1.789228, -1.813713, 2.942371], [5.395667, 2.190817, 1.411429], [0.764299, -5.831956, 1.898336], [-3.120651, 1.917339, 2.626265], [-3.809845, -5.431113, -0.213746], [4.996754, 3.490502, -3.538644], [-3.788588, -4.892297, -2.830694], [4.425270, -3.859380, -0.950018], [2.756732, 2.121186, -1.365709], [4.974537, -4.521456, -1.569870], [-1.205412, 4.609444, -4.688588], [-2.021160, 3.796376, -1.217929], [-4.436933, 0.692752, 0.599808], [-3.393428, -4.164195, -0.582805], [5.355795, 4.293110, 2.021522], [-5.081480, 0.833920, 1.850709], [-3.624359, -1.540304, 4.091285], [3.235900, 1.113896, 1.579832], [-4.108327, -4.629923, -4.130514], [-0.282874, 3.081120, -8.042717], [-0.042763, -0.571874, -5.116080], [6.056760, 3.418432, -3.717929], [4.772882, -3.557607, 0.371028], [2.442703, -2.497158, 7.012723], [1.127378, -4.870683, 1.005150], [3.629531, 0.410178, 4.192623], [-0.223414, 0.179584, -4.543225], [-3.098658, -1.145786, 4.967983], [-2.381790, 5.337934, 0.675250], [0.913987, 5.348558, -1.270230], [4.807470, 3.375000, 1.864562], [-5.651194, -1.440621, 4.775712], [-2.485859, 5.936368, -5.868944], [0.171163, -4.020164, 0.575203], [-2.843649, -1.961171, 3.026264], [-6.691115, -2.307979, 2.759084], [-3.884038, -5.714884, 1.095310], [4.575449, 1.066362, 1.239808], [1.954993, 4.405334, -4.842618], [0.877784, 2.217529, -5.834490], [2.599467, -2.207593, -0.784717], [-5.025764, 1.594411, 4.088042]],
  "forces_ev_per_a": [[-0.3522, 0.2170, 0.2246], [0.0261, 0.6598, 1.1884], [-1.5753, 0.6595, 1.2283], [-0.4142, -0.3285, -0.1323], [0.0508, -0.1046, -0.9281], [-0.5822, 0.4379, -0.5134], [-0.6578, 0.0364, -0.3062], [-0.5103, 0.7681, 0.4513], [-0.7033, -0.0154, 0.1784], [0.3502, -0.2927, 0.1230], [-0.3795, -0.4374, -0.6920], [-0.1367, -0.2499, 0.0610], [0.6767, 0.8678, -0.8709], [-0.5345, 0.4675, -1.0060], [0.4683, 0.9816, -0.9393], [-0.0720, 0.1618, -0.0499], [-0.0858, 0.2625, -0.9899], [-0.0867, -0.6095, 0.9266], [0.7681, -0.0407, 0.2022], [-0.2527, 0.2821, -0.0337], [1.5000, 0.0870, 1.1016], [0.0377, -0.7547, -1.2308], [0.0378, -0.1175, -0.3611], [-0.2380, 0.0224, 2.0438], [-0.3402, 0.3219, 0.8038], [-0.1674, -0.1362, 0.1821], [-1.2566, -0.1177, 0.3762], [0.4633, 0.5421, 0.2765], [-0.1162, -0.0641, -0.8610], [-1.7869, -0.6966, -0.4398], [-0.6876, 0.3217, 0.9869], [-0.5187, -0.2036, -1.2871], [0.3787, 0.1640, 0.1028], [-1.3073, -0.0239, -0.1238], [1.2094, -0.1893, 0.1839], [0.5228, -0.1266, 0.3976], [-0.1500, 0.5818, -1.9360], [-0.0731, -0.5698, -0.8861], [-0.8916, -0.3183, 1.1089], [1.1538, 0.8187, 0.8806], [-0.7134, 1.1980, -0.0619], [0.4929, -0.5309, 0.3479], [-0.1574, 0.0742, 0.1742], [-0.0635, 0.6217, -0.2166], [-0.2417, 0.3180, 0.3017], [0.0042, 0.3911, -0.5588], [-0.7501, -2.0918, -0.1642], [-0.6050, -1.1052, -0.5337], [0.4333, 0.1233, 0.1895], [0.8448, -0.6728, -0.3749], [2.0282, 0.5061, -0.3695], [-0.4897, 0.0180, 0.6126], [0.5730, -1.6869, -1.5835], [-0.4747, -0.4932, -1.1399], [-0.3783, -1.2107, 0.4194], [-0.0939, -0.3274, -0.0732], [-0.4342, -0.5681, 0.0218], [1.7227, 0.7329, -0.8200], [-0.5898, 0.5181, 1.3011], [-1.0953, 1.4337, -2.3045], [-0.2360, -0.3521, 0.3270], [-0.1409, -0.1290, -0.3832], [1.6717, 0.3377, -0.4929], [-0.2767, -0.2283, -0.2701], [1.5930, 0.3373, 1.5754], [0.5356, 0.1172, -0.4105], [0.4204, -0.1257, -0.3040], [-0.3600, -1.4401, 1.3030], [0.6359, 0.1223, 0.0856], [-0.8168, -0.6145, -0.3142], [-0.1062, 0.1323, 0.8562], [0.8680, -0.2597, 1.2560], [-1.9684, -0.1245, 0.6576], [0.0017, -1.1702, -1.7173], [0.6179, 0.0742, -0.2665], [0.0899, 0.0603, 0.3026], [-0.4164, 2.3503, 0.6488], [-0.7096, -0.5073, -0.8547], [-0.4457, 0.1507, 0.1119], [0.0225, -0.0186, 0.3208], [0.7342, 0.2388, 0.5174], [-0.2713, 0.9880, -0.2532], [0.6800, -3.2495, 1.7792], [1.9542, -0.0637, -0.2393], [0.4538, -0.7336, 0.3142], [0.4207, -1.1308, 0.5531], [-0.5524, -0.1303, -0.5238], [-1.4645, 2.0647, 0.8775], [-0.0012, -0.3763, 0.5405], [0.3928, -0.6324, -0.3165], [-0.7093, 1.7231, 0.4769], [0.1070, -0.2246, 0.3602], [0.2328, 0.3274, 1.4232], [0.6629, 0.3581, -0.8588], [0.4035, -0.0629, -0.1343], [-0.0134, -0.0517, -1.2775], [-0.6996, -0.8890, -0.2577], [0.2328, -0.5365, -0.3090], [0.6542, -0.3925, 0.6239], [0.4644, -0.2746, 0.3682], [0.1712, -0.0479, -1.0272], [0.2785, 0.6094, -0.1756], [0.2879, 0.1737, -0.6295], [-0.3411, 0.0372, 0.2871], [2.0984, -0.2217, -0.6164], [-0.9600, -0.2325, -0.0214], [0.3920, 1.2295, 0.7130], [-0.6109, 0.0252, -0.2189], [-0.7761, 0.0646, 0.4860], [3.0704, 0.8090, -0.4965], [-0.3878, -0.2446, 0.4547], [-0.8767, 0.4501, 1.2519], [-0.2546, -0.0747, 0.0662], [-2.7190, 0.6284, 0.6124], [-0.4298, 0.0802, -0.4879], [0.2793, -0.0668, 0.0739], [-0.3024, -0.1649, 0.1781], [1.3360, 0.1319, 0.0042], [0.6395, -0.2008, -0.2852], [-0.3100, 0.1625, -0.3884], [1.0350, 0.8733, 0.1242], [-0.0601, -0.1972, -0.6093]],
  "energy_ha": -13751.9764,
  "charge": -2,
  "e_homo_ev": [-0.1, -0.7],
  "s2": 8.77,
  "multiplicity": 6
}